18
Properties=species:S:1:pos:R:3:lowdin_charge:R:1 method="wB97M-V/def2-TZVPD" orbital_gap_ev=7.840 homo_ev=-7.26 de_lowest_kcal_mol=44.9
C 0.760 1.406 1.249 -0.021
C 1.549 0.119 0.456 -0.383
O 2.692 -0.144 0.764 0.049
C 0.687 -0.448 -0.539 -0.290
N 1.198 -1.033 -1.713 0.082
C -0.680 -0.186 -0.363 -0.334
C -1.452 -0.548 0.883 -0.042
N -1.469 -0.028 -1.478 0.117
H 1.476 2.213 1.078 0.062
H -0.210 1.835 0.995 0.054
H 0.785 1.112 2.300 0.060
H 2.215 -0.993 -1.749 0.089
H 0.827 -1.971 -1.841 0.092
H -0.800 -0.757 1.730 0.085
H -2.134 0.259 1.166 0.082
H -2.049 -1.448 0.693 0.093
H -0.978 0.311 -2.299 0.105
H -2.416 0.302 -1.333 0.101

=====

13
Properties=species:S:1:pos:R:3:lowdin_charge:R:1 method="wB97M-V/def2-TZVPD" smiles="S=C1[C@H](S)C[C@@H]1S" orbital_gap_ev=8.378 homo_ev=-8.81 de_lowest_kcal_mol=76.9
S 0.510 2.579 -0.300 0.678
C 0.231 1.007 0.159 -0.748
C 1.008 -0.242 0.177 -0.812
S 2.560 -0.516 -0.588 0.748
C -0.140 -1.043 -0.021 -0.365
C -1.038 0.082 0.430 -0.629
S -2.409 -0.105 -0.688 0.754
H 0.779 -0.287 1.397 0.210
H 3.320 0.765 -0.822 -0.032
H -0.196 -1.485 -0.922 0.063
H -0.220 -1.964 0.629 0.147
H -1.463 -0.022 1.351 0.060
H -2.941 1.231 -0.802 -0.072

=====

53
Properties=species:S:1:pos:R:3:lowdin_charge:R:1 method="wB97M-V/def2-TZVPD" orbital_gap_ev=3.690 homo_ev=-3.13 total_charge=-1
C -0.668 -1.433 5.259 -0.043
C -1.117 -0.304 4.338 -0.417
C -2.401 0.341 4.837 -0.030
O -1.276 -0.795 3.008 0.047
C -1.469 0.217 2.112 -0.472
N -1.675 -0.180 0.796 0.164
N -1.863 0.658 -0.067 0.180
C -2.046 0.184 -1.363 -0.485
O -2.224 0.932 -2.298 0.124
O -2.000 -1.172 -1.487 0.024
C -2.199 -1.616 -2.833 -0.408
C -2.459 -3.123 -2.851 -0.033
C -1.026 -1.230 -3.721 -0.043
O -1.474 1.386 2.417 0.119
H -0.479 -1.076 6.273 0.082
H -1.438 -2.202 5.303 0.084
H 0.242 -1.905 4.889 0.076
H -0.319 0.458 4.282 0.147
H -2.281 0.724 5.849 0.089
H -2.696 1.161 4.183 0.058
H -3.213 -0.385 4.833 0.098
H -3.107 -1.096 -3.187 0.151
H -2.684 -3.486 -3.855 0.083
H -1.586 -3.662 -2.482 0.082
H -3.297 -3.387 -2.206 0.073
H -1.192 -1.538 -4.753 0.085
H -0.874 -0.152 -3.704 0.070
H -0.111 -1.699 -3.364 0.085
C -5.652 -4.227 0.383 -0.081
C -6.460 -2.941 0.328 -0.289
O -6.439 -2.224 1.536 -0.046
C -6.969 -0.963 1.345 -0.644
C -7.121 -0.162 2.501 -0.274
S -7.797 1.476 2.423 0.945
C -6.225 2.421 2.591 -0.354
C -5.554 2.878 1.474 -0.097
C -4.381 3.589 1.611 -0.105
C -3.869 3.840 2.870 -0.122
C -4.535 3.379 3.989 -0.111
C -5.709 2.670 3.845 -0.092
O -8.152 1.558 3.887 -0.626
O -7.317 -0.538 0.245 -0.055
H -5.863 -4.862 -0.476 0.064
H -4.580 -4.023 0.387 0.063
H -5.880 -4.795 1.284 0.066
H -6.079 -2.263 -0.447 0.110
H -7.517 -3.127 0.090 0.122
H -6.851 -0.564 3.456 0.049
H -5.947 2.658 0.496 0.103
H -3.856 3.937 0.735 0.096
H -2.947 4.390 2.977 0.093
H -4.136 3.567 4.972 0.094
H -6.243 2.294 4.703 0.098

=====

23
Properties=species:S:1:pos:R:3:lowdin_charge:R:1 method="wB97M-V/def2-TZVPD" orbital_gap_ev=5.648 homo_ev=-7.53 de_lowest_kcal_mol=131.0
C 0.644 1.776 -0.614 -0.074
C 1.547 1.314 -1.669 0.046
S -1.193 -0.312 -2.739 0.209
C -0.076 0.750 0.320 -0.211
N 0.807 0.348 1.521 -0.093
C 1.330 -1.058 1.281 -0.075
H 0.319 1.465 -1.837 0.066
H 0.651 2.841 -0.197 0.166
H 1.724 0.277 -2.020 0.098
H 2.280 2.031 -2.170 0.129
H -1.692 -0.121 -3.972 -0.329
H -0.351 -0.180 -0.214 0.026
H -1.110 1.219 0.660 0.157
H 1.635 0.952 1.559 0.092
H 1.238 -1.664 2.128 0.058
H 0.879 -1.500 0.389 0.080
H 2.372 -0.916 1.026 0.069
H -0.976 -0.081 2.812 -0.047
H -1.883 -1.352 2.669 0.009
O -1.524 -0.694 3.222 -0.017
H -2.858 -2.111 -0.686 0.045
H -1.730 -1.273 -1.143 -0.220
O -2.035 -1.712 -0.326 -0.182

=====

5
Properties=species:S:1:pos:R:3:lowdin_charge:R:1 method="wB97M-V/def2-TZVPD" smiles="O=PCl.BrBr" orbital_gap_ev=8.818 homo_ev=-10.15 de_lowest_kcal_mol=0.1
O -1.070 -0.792 -0.105 -0.562
P -2.154 -0.255 0.692 0.440
Cl -3.059 1.168 -0.460 0.122
Br 3.387 1.045 0.075 -0.003
Br 2.896 -1.166 -0.201 0.003

=====

137
Properties=species:S:1:pos:R:3:lowdin_charge:R:1 method="wB97M-V/def2-TZVPD" s2=0.750 orbital_gap_ev="3.617 / 8.139" homo_ev="-3.13 / -7.67" spin_multiplicity=2
Ca 1.414 1.944 1.440 1.129
O -0.424 -1.168 -0.467 0.126
C 0.077 -0.192 0.224 -0.908
O 0.815 -0.326 1.174 -0.091
O -0.205 0.993 -0.028 -0.141
H -0.052 -1.966 -0.084 0.069
C -3.393 4.329 -1.395 -0.180
C -4.225 5.471 -0.891 -0.169
C -3.993 5.463 0.627 -0.177
O -3.348 4.185 0.862 -0.179
C -2.477 3.938 -0.252 -0.186
H -2.824 4.599 -2.285 0.104
H -4.063 3.488 -1.578 0.117
H -5.290 5.263 -0.995 0.105
H -4.019 6.435 -1.356 0.108
H -4.895 5.584 1.228 0.105
H -3.306 6.242 0.959 0.111
H -2.196 2.885 -0.261 0.096
H -1.589 4.551 -0.100 0.109
C -0.556 1.407 -4.501 -0.171
C -1.353 2.428 -5.341 -0.135
C -2.755 2.345 -4.672 -0.161
O -2.577 1.596 -3.447 -0.152
C -1.226 1.422 -3.156 -0.246
H 0.471 1.760 -4.398 0.102
H -0.573 0.391 -4.895 0.093
H -1.332 2.333 -6.426 0.104
H -0.994 3.438 -5.143 0.103
H -3.511 1.918 -5.332 0.113
H -3.063 3.339 -4.347 0.096
H -0.942 0.495 -2.658 0.100
H -0.922 2.269 -2.540 0.117
C -3.479 -2.608 -4.748 -0.165
C -2.495 -1.820 -3.968 -0.182
C -1.900 -2.717 -2.881 -0.156
O -2.298 -4.018 -3.374 -0.143
C -2.856 -3.985 -4.668 -0.222
H -3.615 -2.166 -5.735 0.118
H -4.454 -2.671 -4.266 0.119
H -2.972 -0.946 -3.524 0.110
H -1.704 -1.419 -4.602 0.101
H -2.294 -2.414 -1.911 0.107
H -0.811 -2.670 -2.836 0.086
H -3.529 -4.832 -4.806 0.117
H -2.126 -4.171 -5.456 0.111
C 1.847 -2.491 -4.082 -0.152
C 3.135 -3.219 -3.885 -0.178
C 3.973 -2.308 -3.013 -0.195
O 3.131 -1.260 -2.593 -0.136
C 1.798 -1.558 -2.870 -0.207
H 0.993 -3.168 -4.119 0.108
H 1.893 -1.956 -5.030 0.118
H 3.596 -3.566 -4.810 0.115
H 3.004 -4.162 -3.354 0.099
H 4.799 -1.936 -3.619 0.120
H 4.401 -2.874 -2.186 0.108
H 1.147 -0.695 -3.014 0.112
H 1.369 -2.096 -2.025 0.096
C 2.426 -0.098 5.571 -0.163
C 2.435 1.372 6.030 -0.119
C 2.051 2.096 4.705 -0.214
O 2.163 1.145 3.657 -0.300
C 1.848 -0.147 4.197 -0.189
H 1.868 -0.774 6.219 0.115
H 3.433 -0.516 5.584 0.111
H 3.401 1.684 6.427 0.105
H 1.729 1.623 6.821 0.108
H 2.806 2.869 4.565 0.105
H 1.100 2.624 4.771 0.094
H 2.236 -0.939 3.556 0.113
H 0.764 -0.231 4.274 0.110
C -3.151 -0.475 2.111 -0.077
C -2.829 0.999 1.955 -0.243
N -3.460 1.887 2.953 -0.158
C -3.296 1.473 4.363 -0.231
C -1.833 1.187 4.796 -0.076
C -4.874 1.933 2.661 -0.284
C -5.621 3.181 3.191 -0.076
H -4.209 -0.735 2.068 0.073
H -2.781 -0.993 2.996 0.069
H -2.688 -0.953 1.247 0.058
H -1.752 1.166 1.955 0.085
H -3.165 1.240 0.946 0.108
H -3.702 2.201 5.065 0.108
H -3.959 0.619 4.502 0.100
H -1.289 0.535 4.113 0.038
H -1.310 2.129 4.960 0.064
H -1.832 0.622 5.729 0.071
H -5.426 1.035 2.939 0.101
H -5.012 1.937 1.580 0.108
H -5.791 3.145 4.267 0.058
H -6.593 3.343 2.725 0.066
H -5.135 4.133 2.975 0.051
C 2.718 2.016 -1.752 -0.080
C 3.360 1.098 -0.760 -0.274
N 3.634 1.607 0.597 -0.291
C 4.221 0.557 1.463 -0.227
C 5.625 0.069 0.966 -0.058
C 4.427 2.864 0.537 -0.250
C 4.486 3.532 1.901 -0.102
H 1.932 2.639 -1.325 0.056
H 2.371 1.488 -2.640 0.071
H 3.431 2.748 -2.132 0.076
H 2.744 0.203 -0.675 0.101
H 4.314 0.760 -1.163 0.110
H 4.301 0.894 2.496 0.096
H 3.594 -0.334 1.486 0.095
H 5.472 -0.478 0.036 0.057
H 6.379 0.838 0.802 0.070
H 5.962 -0.707 1.653 0.072
H 3.952 3.581 -0.133 0.099
H 5.398 2.749 0.054 0.116
H 5.073 2.976 2.632 0.068
H 3.502 3.571 2.367 0.012
H 4.947 4.520 1.901 0.080
C 1.441 -6.231 -0.153 -0.063
C 1.095 -4.748 -0.565 -0.222
N 0.862 -3.768 0.540 -0.160
C -0.278 -4.192 1.374 -0.253
C -1.615 -4.157 0.641 -0.064
C 2.000 -3.524 1.435 -0.251
C 3.341 -3.329 0.718 -0.078
H 0.520 -6.766 0.079 0.066
H 2.077 -6.189 0.732 0.062
H 1.997 -6.730 -0.947 0.070
H 1.883 -4.423 -1.245 0.077
H 0.298 -4.835 -1.304 0.102
H -0.328 -3.586 2.279 0.116
H -0.111 -5.163 1.839 0.106
H -2.413 -4.438 1.327 0.079
H -1.747 -4.772 -0.249 0.073
H -1.795 -3.123 0.348 0.044
H 1.831 -2.562 1.920 0.081
H 2.147 -4.242 2.242 0.113
H 4.188 -3.152 1.381 0.073
H 3.627 -4.237 0.189 0.066
H 3.357 -2.473 0.044 0.060

=====

For each record above, in turn, the calculated max |F| values are 3.15, 5.73, 4.22, 3.46, 0.88, 6.01 eV Å⁻¹.
For each record above, in turn, the calculated molar mass values are 114.15, 150.29, 413.47, 141.24, 242.23, 765.21 Da.